Below is the molecule C5H13P at a distorted geometry, with properties calculated with ωB97M-V/def2-TZVPD.

```
19
Properties=species:S:1:pos:R:3:mulliken_charge:R:1
C -1.435 -0.324 -0.941 -1.5432
C 0.021 1.690 -1.320 -1.4723
C 1.349 -1.168 -0.182 -1.3707
C -0.479 0.676 -0.291 0.5775
C 0.715 0.054 0.439 0.0444
P 0.218 -0.337 2.164 -0.0987
H -0.956 -0.827 -1.780 0.3125
H -2.323 0.189 -1.314 0.4557
H -1.748 -1.076 -0.214 0.3345
H 0.606 2.461 -0.825 0.3745
H -0.822 2.161 -1.824 0.4166
H 0.646 1.208 -2.069 0.2769
H 1.746 -0.859 -1.150 0.3286
H 2.183 -1.520 0.430 0.4565
H 0.669 -2.005 -0.358 0.3019
H -1.048 1.239 0.465 0.3236
H -0.536 0.428 3.221 0.1285
H 1.437 -0.419 2.835 0.0877
H -0.245 -1.572 2.712 0.0656
```

Computed properties:
Energy relative to the best compared isomer or geometry (same formula, charge and spin): 275.6 kJ/mol
SMILES: CC(=[PH3])C(C)C
Molar mass: 104.1 g mol⁻¹
Spin multiplicity: 1
HOMO-LUMO gap: 7.79 eV

---

Below is a 2-piece molecular cluster, C5H13PS overall at a distorted geometry, with properties calculated with ωB97M-V/def2-TZVPD.

```
20
Properties=species:S:1:pos:R:3:mulliken_charge:R:1
C -0.676 -1.342 1.472 -1.2797
C -1.110 -0.384 -1.601 -1.4481
C 0.678 1.223 -0.930 -1.8165
C 0.254 -0.610 0.554 -0.6697
C -0.390 0.409 -0.420 1.3369
P 2.172 0.501 1.698 0.0924
S -1.522 1.545 0.629 -0.2257
H -1.713 -1.393 1.230 0.3473
H -0.305 -2.353 1.664 0.3340
H -0.668 -0.842 2.418 0.3933
H -1.061 0.403 -2.449 0.3471
H -2.053 -0.732 -1.383 0.4139
H -0.634 -1.244 -2.027 0.3792
H 0.422 1.751 -1.889 0.3838
H 0.964 1.895 -0.190 0.5284
H 1.574 0.667 -1.342 0.2766
H 0.826 -1.322 -0.001 0.4149
H 2.754 0.213 0.523 -0.0055
H 2.871 -0.572 2.277 0.0390
H -2.381 2.187 -0.234 0.1584
```

Computed properties:
Energy relative to the best compared isomer or geometry (same formula, charge and spin): 408.5 kJ/mol
Molar mass: 136.2 g mol⁻¹
Spin multiplicity: 1
HOMO-LUMO gap: 8.98 eV

---

Below is the molecule C5H13PS at a distorted geometry, with properties calculated with ωB97M-V/def2-TZVPD.

```
20
Properties=species:S:1:pos:R:3:mulliken_charge:R:1
C -0.782 1.124 1.368 -1.5676
C 1.849 0.624 0.042 -1.4990
C 0.774 -0.793 -1.790 -1.7394
C -0.644 0.434 -0.014 -0.1109
C 0.699 -0.347 -0.337 0.8264
P -2.068 -0.791 -0.209 -0.0599
S 0.826 -1.783 0.884 -0.1440
H -0.361 0.425 2.048 0.3711
H -0.468 2.132 1.224 0.3801
H -1.799 1.323 1.537 0.5350
H 1.963 0.660 1.212 0.3498
H 1.699 1.737 -0.283 0.2601
H 2.647 0.226 -0.538 0.4851
H -0.136 -1.286 -2.035 0.4636
H 0.921 0.171 -2.290 0.3923
H 1.437 -1.583 -1.837 0.4761
H -0.950 1.221 -0.876 0.3664
H -3.143 0.230 0.155 0.0526
H -2.053 -1.340 1.046 0.0163
H -0.410 -2.383 0.691 0.1459
```

Computed properties:
Energy relative to the best compared isomer or geometry (same formula, charge and spin): 294.5 kJ/mol
SMILES: C[C@H](P)C(C)(C)S
Molar mass: 136.2 g mol⁻¹
Spin multiplicity: 1
HOMO-LUMO gap: 9.69 eV

---

Below is a 2-piece molecular cluster, C5H14 overall at a distorted geometry, with properties calculated with ωB97M-V/def2-TZVPD.

```
19
Properties=species:S:1:pos:R:3:mulliken_charge:R:1
C -2.002 0.355 -1.138 -1.9014
C -3.162 0.269 -2.156 -0.9374
H -1.419 -0.564 -1.137 0.1061
H -1.336 1.176 -1.410 0.4419
H -2.315 0.456 -0.101 0.4033
H -3.264 1.173 -2.752 0.3836
H -4.075 0.010 -1.617 0.4673
H -2.946 -0.544 -2.854 0.4226
C 1.440 0.209 1.054 -0.4043
C 2.945 0.400 1.141 -2.0921
C 0.951 -1.203 1.298 -2.2887
H 0.911 0.920 1.655 0.8617
H 1.183 0.475 0.018 0.2830
H 3.534 -0.224 0.468 0.5045
H 1.152 -1.880 0.466 0.6874
H 1.369 -1.639 2.174 0.7181
H 3.296 0.260 2.168 0.5601
H 3.260 1.418 0.871 0.3457
H -0.141 -1.238 1.382 0.4386
```

Computed properties:
<S²>: 0.7503
Energy relative to the best compared isomer or geometry (same formula, charge and spin): 17.9 kJ/mol
Molar mass: 74.2 g mol⁻¹
Spin multiplicity: 2
HOMO-LUMO gap (alpha / beta): 2.59 / 11.96 eV
Charge: -1

---

Below is a 2-piece molecular cluster, C5H14 overall at a distorted geometry, with properties calculated with ωB97M-V/def2-TZVPD.

```
19
Properties=species:S:1:pos:R:3:mulliken_charge:R:1
C 0.499 0.473 -2.716 -1.4976
C -0.307 -0.744 -2.298 -1.8910
H 0.937 0.296 -3.711 0.4361
H -0.009 1.431 -2.862 0.7146
H 1.395 0.658 -2.118 0.4301
H 0.460 -1.516 -2.134 0.4174
H -1.028 -1.012 -3.062 1.0498
H -0.677 -0.677 -1.283 0.0113
C 0.321 0.389 2.209 -0.1286
C -0.816 -0.516 2.702 -2.3325
C 0.257 0.538 0.689 -1.8941
H 1.260 -0.079 2.503 0.5687
H 0.218 1.377 2.666 0.4810
H -0.689 -1.527 2.311 0.6285
H -0.780 -0.557 3.790 0.5439
H -0.746 0.803 0.366 0.1628
H 0.504 -0.439 0.271 0.0377
H -1.793 -0.115 2.429 0.6960
H 0.992 1.216 0.249 0.5660
```

Computed properties:
<S²>: 0.7503
Energy relative to the best compared isomer or geometry (same formula, charge and spin): 31.6 kJ/mol
Molar mass: 74.2 g mol⁻¹
Spin multiplicity: 2
HOMO-LUMO gap (alpha / beta): 2.67 / 11.99 eV
Charge: -1

---

Below is a 2-piece molecular cluster, C5H14 overall at a distorted geometry, with properties calculated with ωB97M-V/def2-TZVPD.

```
19
Properties=species:S:1:pos:R:3:mulliken_charge:R:1
C 1.242 -0.310 0.756 0.1967
C 2.146 0.326 1.788 -1.3992
C 1.824 0.041 -0.573 -1.0220
H 0.966 -1.389 0.825 0.2944
H 0.259 0.181 0.905 -0.0079
H 1.514 0.341 2.670 0.3646
H 1.191 0.162 -1.484 0.2661
H 2.335 1.092 -0.652 0.2529
H 2.442 1.311 1.545 0.3537
H 3.079 -0.209 1.877 0.3502
H 2.539 -0.694 -0.958 0.3326
C -2.676 -0.263 -1.567 -1.0615
C -2.181 -0.137 -0.090 -0.4751
H -1.887 -0.685 -2.170 0.2997
H -3.626 -0.559 -1.504 0.4016
H -2.763 0.732 -2.012 0.2746
H -1.131 0.328 -0.185 -0.0092
H -2.462 -1.006 0.533 0.3553
H -2.813 0.737 0.296 0.2322
```

Computed properties:
Energy relative to the best compared isomer or geometry (same formula, charge and spin): 155.7 kJ/mol
SMILES: CCC.CC
Molar mass: 74.2 g mol⁻¹
Spin multiplicity: 1
HOMO-LUMO gap: 11.89 eV

---

Below is a 2-piece molecular cluster, C5H14 overall at a distorted geometry, with properties calculated with ωB97M-V/def2-TZVPD.

```
19
Properties=species:S:1:pos:R:3:mulliken_charge:R:1
C 1.497 0.041 0.954 -0.1677
C 1.869 0.254 2.461 -1.1424
C 1.194 1.365 0.267 -1.1758
H 2.333 -0.495 0.498 0.2955
H 0.699 -0.557 0.864 0.2480
H 1.470 -0.527 2.980 0.3792
H 1.517 1.186 2.930 0.3132
H 0.566 1.979 0.810 0.3747
H 2.111 1.969 0.193 0.3432
H 2.927 0.212 2.442 0.2941
H 0.797 1.199 -0.719 0.2529
C -1.795 -0.366 -2.234 -0.5826
C -2.359 -1.294 -1.197 -0.9784
H -1.818 -0.726 -3.292 0.2835
H -2.461 0.492 -2.516 0.2554
H -0.707 -0.040 -1.963 0.0704
H -2.098 -2.301 -0.987 0.3522
H -2.280 -0.835 -0.255 0.2822
H -3.463 -1.558 -1.237 0.3027
```

Computed properties:
Energy relative to the best compared isomer or geometry (same formula, charge and spin): 131.7 kJ/mol
SMILES: CCC.CC
Molar mass: 74.2 g mol⁻¹
Spin multiplicity: 1
HOMO-LUMO gap: 12.37 eV

---

Below is a 2-piece molecular cluster, C5H14 overall, with properties calculated with ωB97M-V/def2-TZVPD.

```
19
Properties=species:S:1:pos:R:3:mulliken_charge:R:1
C 0.167 -1.232 -0.460 0.2379
C 1.027 -1.773 -1.593 -1.2859
C -0.561 -2.325 0.324 -1.1358
H 0.772 -0.624 0.207 0.1495
H -0.591 -0.569 -0.886 0.1324
H 0.475 -2.532 -2.149 0.3267
H 0.104 -2.805 1.053 0.3016
H 1.941 -2.263 -1.241 0.3141
H 1.344 -1.024 -2.321 0.3360
H -1.425 -1.929 0.863 0.3094
H -0.892 -3.115 -0.360 0.3005
C -0.933 2.220 0.508 -0.7195
C 0.317 2.822 1.134 -0.8620
H -0.722 1.886 -0.509 0.2062
H -1.328 1.390 1.089 0.2269
H -1.704 2.994 0.430 0.3393
H 1.132 2.085 1.233 0.2578
H 0.753 3.616 0.533 0.2856
H 0.124 3.179 2.145 0.2792
```

Computed properties:
Energy relative to the best compared isomer or geometry (same formula, charge and spin): 7.3 kJ/mol
SMILES: CCC.CC
Molar mass: 74.2 g mol⁻¹
Spin multiplicity: 1
HOMO-LUMO gap: 12.48 eV

---

Below is a 2-piece molecular cluster, C5H14 overall at a distorted geometry, with properties calculated with ωB97M-V/def2-TZVPD.

```
19
Properties=species:S:1:pos:R:3:mulliken_charge:R:1
C -2.054 -0.269 -1.308 -0.2188
C -1.405 -1.529 -0.936 -1.0843
C -2.133 0.598 0.018 -1.0662
H -3.017 -0.457 -1.595 0.3202
H -1.212 0.212 -1.842 0.2522
H -1.066 -2.280 -1.685 0.3295
H -0.402 -1.565 -0.404 0.1705
H -2.371 1.485 -0.461 0.3375
H -1.237 0.852 0.556 0.2598
H -2.114 -2.072 -0.384 0.3388
H -2.761 0.225 0.905 0.3450
C 2.697 0.021 1.302 -0.7420
C 2.175 1.188 0.595 -0.5811
H 2.356 -0.114 2.385 0.2348
H 2.414 -0.887 0.720 0.2005
H 3.804 -0.197 1.287 0.3003
H 1.100 1.409 0.499 0.1397
H 2.602 1.114 -0.486 0.2028
H 2.622 2.266 0.835 0.2607
```

Computed properties:
Energy relative to the best compared isomer or geometry (same formula, charge and spin): 214.3 kJ/mol
SMILES: CCC.CC
Molar mass: 74.2 g mol⁻¹
Spin multiplicity: 1
HOMO-LUMO gap: 11.70 eV

---

Below is a 2-piece molecular cluster, C5H14 overall at a distorted geometry, with properties calculated with ωB97M-V/def2-TZVPD.

```
19
Properties=species:S:1:pos:R:3:mulliken_charge:R:1
C 1.032 -1.589 -0.297 -0.6140
C 1.353 -3.089 -0.462 -0.9654
H 0.097 -1.385 -0.817 0.1762
H 0.794 -1.365 0.740 0.2247
H 1.781 -0.881 -0.637 0.3192
H 0.457 -3.653 -0.672 0.2930
H 1.926 -3.449 0.392 0.2863
H 2.073 -3.179 -1.282 0.2739
C -1.018 1.598 0.893 -0.1370
C -1.783 1.141 -0.331 -1.2211
C 0.244 2.358 0.494 -0.9673
H -0.743 0.733 1.509 0.2134
H -1.722 2.095 1.552 0.3196
H -2.360 1.934 -0.808 0.3684
H -1.166 0.717 -1.129 0.2778
H 0.905 1.667 -0.025 0.1889
H 0.732 2.868 1.320 0.3256
H -2.542 0.358 -0.207 0.3462
H -0.058 3.121 -0.233 0.2916
```

Computed properties:
Energy relative to the best compared isomer or geometry (same formula, charge and spin): 30.7 kJ/mol
SMILES: CCC.CC
Molar mass: 74.2 g mol⁻¹
Spin multiplicity: 1
HOMO-LUMO gap: 12.37 eV

---

Below is a 2-piece molecular cluster, C5H14 overall, with properties calculated with ωB97M-V/def2-TZVPD.

```
19
Properties=species:S:1:pos:R:3:mulliken_charge:R:1
C -0.136 1.389 -0.611 0.0545
C 0.108 2.638 -1.448 -1.4149
C -1.375 1.491 0.275 -1.1242
H -0.240 0.529 -1.280 0.2238
H 0.756 1.222 -0.014 0.2430
H -0.017 3.553 -0.865 0.3549
H -1.924 0.551 0.356 0.2966
H -1.116 1.774 1.292 0.2782
H -2.055 2.288 -0.041 0.3882
H 1.107 2.679 -1.874 0.3681
H -0.580 2.734 -2.297 0.3356
C 0.765 -3.291 0.487 -0.9103
C 0.597 -1.910 1.132 -0.5365
H 0.212 -4.045 1.037 0.2803
H 0.481 -3.299 -0.567 0.2966
H 1.817 -3.603 0.528 0.2618
H 0.812 -1.147 0.389 0.0380
H 1.214 -1.798 2.025 0.3180
H -0.424 -1.754 1.475 0.2481
```

Computed properties:
Energy relative to the best compared isomer or geometry (same formula, charge and spin): 18.8 kJ/mol
SMILES: CCC.CC
Molar mass: 74.2 g mol⁻¹
Spin multiplicity: 1
HOMO-LUMO gap: 12.50 eV

---

Below is a 2-piece molecular cluster, C5H14 overall at a distorted geometry, with properties calculated with ωB97M-V/def2-TZVPD.

```
19
Properties=species:S:1:pos:R:3:mulliken_charge:R:1
C 1.998 0.881 1.234 -0.5807
C 3.049 0.603 0.125 -0.8995
H 2.482 0.571 2.128 0.3186
H 1.574 1.924 1.189 0.2618
H 1.124 0.189 1.143 0.0250
H 3.755 1.392 0.165 0.3488
H 2.520 0.504 -0.959 0.1967
H 3.560 -0.303 0.235 0.3154
C -1.485 0.046 -0.360 -0.2148
C -0.819 -1.314 -0.653 -1.0627
C -3.091 -0.114 -0.287 -1.0064
H -1.288 0.605 -1.409 0.1464
H -0.964 0.586 0.360 0.3820
H 0.255 -1.349 -0.708 0.3014
H -0.898 -1.993 0.257 0.2828
H -3.364 0.855 -0.163 0.3585
H -1.250 -1.907 -1.555 0.3043
H -3.721 -0.659 0.560 0.2687
H -3.437 -0.518 -1.302 0.2535
```

Computed properties:
Energy relative to the best compared isomer or geometry (same formula, charge and spin): 164.6 kJ/mol
SMILES: CCC.CC
Molar mass: 74.2 g mol⁻¹
Spin multiplicity: 1
HOMO-LUMO gap: 12.06 eV